(1)
{"formula": "C22H20F6NO", "method": "wB97M-V/def2-TZVPD", "elements": ["H", "H", "H", "C", "H", "C", "C", "F", "F", "H", "H", "C", "H", "H", "C", "C", "F", "F", "H", "O", "H", "C", "C", "F", "H", "C", "C", "H", "H", "C", "C", "H", "C", "H", "C", "H", "C", "C", "N", "H", "C", "C", "H", "F", "H", "C", "H", "C", "C", "C"], "coordinates": [[0.53, 5.39, -1.60], [-2.53, -3.27, -1.73], [-1.13, -3.17, 3.70], [-2.24, -2.22, -1.67], [-1.58, -1.94, 1.59], [2.04, 1.15, -2.67], [-1.00, -0.41, -0.58], [-0.29, -3.38, 5.95], [1.88, -3.47, 5.48], [2.25, -1.04, -2.95], [-1.46, 1.55, -1.37], [1.36, 0.67, -0.30], [1.33, 1.07, -3.52], [-3.08, 0.76, -3.03], [-0.48, -2.32, 3.39], [-2.87, -1.29, -2.52], [-4.84, -2.57, -2.76], [1.02, -1.74, 6.58], [1.64, 1.11, 0.68], [0.96, 3.34, 0.93], [3.72, -0.21, -2.46], [0.78, -2.61, 5.57], [1.08, -0.16, 2.68], [-4.68, -0.77, -3.97], [-0.63, -2.59, -0.26], [-1.67, 0.48, -1.42], [0.19, 5.10, -0.59], [2.03, -0.48, 4.61], [1.77, -1.44, -0.52], [0.17, -0.60, 1.75], [0.55, -1.94, 4.25], [-0.91, 5.11, -0.54], [2.31, -0.48, -0.73], [0.57, 5.81, 0.15], [0.02, 0.20, 0.40], [3.26, -0.51, -0.15], [1.33, 1.62, -1.42], [-0.69, -1.65, 2.19], [0.86, 2.92, -1.38], [0.81, 3.41, -2.26], [0.72, 3.72, -0.21], [2.64, -0.23, -2.31], [1.65, 0.76, 2.53], [-3.40, -2.53, -4.45], [2.82, 1.84, -3.06], [-3.96, -1.77, -3.41], [-0.38, 1.31, 0.65], [-2.58, 0.06, -2.37], [-1.22, -1.78, -0.77], [1.32, -0.81, 3.91]], "nbo_charge": [0.23, 0.25, 0.25, -0.15, 0.24, -0.55, 0.05, -0.32, -0.33, 0.24, 0.20, -0.43, 0.29, 0.24, -0.16, -0.14, -0.31, -0.31, 0.36, -0.50, 0.24, 0.98, -0.25, -0.31, 0.24, -0.26, -0.72, 0.24, 0.24, 0.06, -0.14, 0.27, -0.39, 0.27, -0.23, 0.24, 0.66, -0.24, -0.60, 0.43, 0.70, -0.40, 0.21, -0.34, 0.28, 0.98, 0.24, -0.16, -0.24, -0.14], "orbital_gap_ev": 6.75, "e_lumo_ev": -5.642, "smiles": "CC(=O)/[NH+]=C1/CCC[C@@H]1C(c1ccc(C(F)(F)F)cc1)c1ccc(C(F)(F)F)cc1", "homo_energy_ev": -12.4, "charge": 1}



(2)
{"formula": "C3H6O2", "method": "wB97M-V/def2-TZVPD", "elements": ["O", "O", "H", "H", "H", "H", "C", "H", "H", "C", "C"], "coordinates": [[-2.16, 0.53, 0.05], [-0.01, 1.16, -1.06], [1.42, -1.24, 0.75], [-0.99, 1.28, -1.05], [2.23, 0.24, 0.16], [1.70, -0.99, -0.99], [1.45, -0.49, -0.05], [-1.58, 0.76, 1.00], [-1.18, -1.18, 0.94], [0.12, 0.14, -0.20], [-1.02, -0.27, 0.39]], "nbo_charge": [-0.72, -0.67, 0.23, 0.51, 0.23, 0.23, -0.66, 0.52, 0.21, 0.33, -0.20], "orbital_gap_ev": 9.40, "e_lumo_ev": 0.816, "homo_energy_ev": -8.6, "charge": 0}



(3)
{"formula": "C2H3ClS", "method": "wB97M-V/def2-TZVPD", "elements": ["S", "Cl", "C", "H", "C", "H", "H"], "coordinates": [[-0.36, 1.93, 0.01], [-2.58, -0.16, 0.06], [-0.98, 0.18, -0.40], [1.01, 0.05, -0.27], [0.18, 0.16, 0.42], [0.18, 0.05, 1.44], [-0.86, -0.06, -1.39]], "nbo_charge": [0.00, 0.03, -0.29, 0.24, -0.45, 0.25, 0.22], "orbital_gap_ev": 9.94, "e_lumo_ev": 0.888, "smiles": "Cl[C@@H]1CS1", "homo_energy_ev": -9.1, "charge": 0}



(4)
{"formula": "C25H76O33P8", "method": "wB97M-V/def2-TZVPD", "elements": ["O", "C", "O", "H", "H", "H", "H", "O", "C", "H", "H", "H", "H", "H", "O", "H", "O", "C", "P", "H", "O", "H", "H", "H", "H", "O", "O", "H", "H", "H", "H", "H", "C", "O", "C", "H", "C", "H", "H", "H", "O", "O", "H", "H", "H", "C", "H", "H", "P", "O", "H", "H", "C", "O", "O", "H", "C", "O", "H", "H", "O", "H", "H", "O", "O", "H", "H", "H", "P", "C", "C", "H", "C", "O", "H", "P", "O", "C", "H", "C", "H", "O", "H", "O", "P", "C", "H", "H", "H", "H", "C", "H", "P", "O", "O", "H", "H", "H", "H", "O", "H", "H", "H", "C", "C", "H", "O", "O", "H", "H", "H", "H", "C", "C", "C", "H", "H", "H", "C", "H", "H", "O", "H", "C", "H", "H", "C", "H", "H", "O", "O", "H", "P", "C", "O", "H", "P", "H", "H", "O", "O", "H"], "coordinates": [[2.99, 0.15, -0.02], [-0.50, 4.67, -2.74], [-2.11, 0.84, -6.17], [5.86, -2.75, -2.00], [3.24, -0.61, 1.94], [1.88, 4.42, 7.83], [2.01, 0.69, 1.79], [-2.00, -5.23, -3.27], [1.07, -2.29, -1.21], [1.77, -0.91, 1.17], [-7.64, -0.32, 4.01], [3.28, -5.26, 1.47], [0.70, -6.69, -0.35], [-0.91, 1.55, -7.70], [1.30, 1.85, -1.02], [4.85, -1.68, -1.15], [-3.46, -0.11, -4.39], [-3.28, 1.54, 2.91], [-2.14, 0.76, -4.56], [-5.24, -0.28, -5.19], [-2.65, -5.74, -0.79], [-0.45, 2.14, -6.09], [-1.12, -1.55, -1.90], [4.66, 2.72, 1.80], [-1.19, -2.57, 4.25], [-0.73, 0.57, 0.24], [2.18, -2.08, -2.12], [0.52, -1.36, -1.10], [3.43, -5.68, -3.67], [3.53, 1.16, -4.11], [-4.13, 1.74, 2.26], [1.41, 5.77, 6.82], [2.52, -4.55, 1.15], [-0.63, -4.43, 3.37], [3.60, 5.62, 3.17], [1.03, -0.79, -4.07], [4.72, 2.47, 0.74], [5.13, 1.48, 0.57], [1.98, 8.76, -1.83], [5.32, 3.23, 0.22], [-1.98, -3.41, -1.46], [-0.45, -3.59, 0.98], [-2.25, -3.14, 1.93], [0.17, 4.74, 7.38], [-7.09, 1.08, 3.23], [0.21, -6.55, -1.32], [1.82, -6.30, -3.40], [-1.41, -1.67, 1.46], [0.00, -4.77, 1.97], [0.55, 5.60, 4.10], [-2.80, 0.56, -0.03], [0.07, 0.83, -0.28], [-1.90, 0.98, -0.47], [1.41, 3.93, 5.87], [1.55, -4.45, 2.19], [0.54, -2.76, 3.88], [-4.69, 0.54, -4.74], [-3.94, -1.89, 4.44], [0.00, 4.52, -3.70], [-5.26, -3.14, 3.48], [-0.27, -5.22, -1.37], [-1.82, 0.80, -1.55], [-0.50, 3.28, 2.87], [1.44, 7.18, -0.58], [-0.26, -6.11, 1.44], [0.33, -3.00, -1.59], [0.47, 0.74, -3.15], [2.09, -4.99, 0.25], [1.54, 4.57, 4.44], [5.24, -2.70, -1.10], [-0.69, 5.09, 0.63], [3.19, 7.41, -1.70], [1.21, 4.72, 7.03], [-2.15, 2.04, -3.83], [-2.04, -2.55, 0.24], [-4.31, -0.82, 3.33], [1.62, 3.30, 3.47], [-4.73, -3.10, 4.43], [-3.34, 2.21, 3.77], [-1.29, 1.87, -6.73], [0.62, 0.68, -4.88], [4.05, -3.51, -1.17], [3.00, -3.60, 0.96], [-0.09, 5.86, -2.07], [1.20, 5.70, -1.15], [0.37, 0.07, -4.00], [2.85, 5.96, 2.46], [-0.25, 3.76, -2.19], [-0.73, 5.70, 1.54], [-2.69, -1.91, -2.55], [2.43, 7.99, -1.19], [-4.06, -3.96, 4.35], [2.72, 1.56, -0.75], [0.62, 4.91, 0.10], [3.66, 1.59, -1.99], [-1.17, -2.64, -3.28], [5.85, -2.85, -0.21], [3.75, -0.20, -3.14], [0.79, 3.12, 1.63], [3.38, 2.59, 0.24], [2.99, -6.46, -2.09], [-2.41, 1.72, 2.29], [-2.71, -6.20, 1.34], [-1.55, -2.73, 1.20], [-1.71, -2.34, -2.38], [-5.27, 0.87, -3.88], [2.12, -4.59, -2.37], [2.37, 5.12, -1.83], [1.48, -2.58, -0.25], [-1.55, 4.61, -3.02], [2.92, 8.60, -0.42], [4.26, 4.87, 2.73], [2.67, -5.81, -2.91], [-6.84, 0.03, 3.35], [-0.37, -3.29, 4.18], [4.26, 6.44, 3.44], [-1.00, 4.10, 0.93], [-4.68, 1.45, -5.35], [0.50, 2.92, 2.66], [2.21, 0.70, -3.15], [-3.62, -4.84, 0.76], [3.05, 5.03, 4.34], [0.44, 1.83, 2.64], [-2.70, -5.41, 0.59], [-0.17, -3.66, 5.18], [-1.91, -4.70, 0.85], [3.30, 0.79, -3.10], [-1.81, 2.81, -6.89], [-1.90, 2.08, -0.40], [-4.53, -1.34, 1.97], [-1.01, -0.29, -4.18], [-5.31, -3.18, 5.35], [3.11, -3.34, -2.46], [2.52, -0.12, 1.29], [-5.60, -0.14, 4.01], [-1.38, 5.50, -0.11], [-1.77, -4.93, -1.85], [-0.48, -7.39, -1.41], [-6.97, -0.50, 2.41], [3.82, -3.11, -3.72], [-3.17, 0.25, 3.51], [1.02, -6.69, -2.03]], "lowdin_charge": [-0.22, -0.13, -0.20, 0.09, 0.10, 0.09, 0.07, -0.22, -0.07, 0.08, 0.09, 0.10, 0.07, 0.09, -0.21, 0.07, -0.21, -0.08, 0.38, 0.09, -0.17, 0.07, 0.05, 0.08, 0.08, -0.17, -0.21, 0.08, 0.09, 0.10, 0.10, 0.09, -0.09, -0.19, -0.08, 0.10, -0.07, 0.09, 0.09, 0.10, -0.24, -0.24, 0.08, 0.09, 0.09, -0.11, 0.09, 0.09, 0.41, -0.22, 0.08, 0.01, -0.13, -0.19, -0.20, 0.09, -0.10, -0.22, 0.09, 0.08, -0.23, 0.05, 0.08, -0.20, -0.21, 0.06, 0.07, 0.07, 0.35, -0.07, -0.08, 0.08, -0.10, -0.21, 0.09, 0.37, -0.19, -0.07, 0.10, -0.11, 0.09, -0.24, 0.07, -0.21, 0.39, -0.07, 0.09, 0.07, 0.09, 0.10, -0.11, 0.09, 0.40, -0.22, -0.15, 0.10, 0.09, 0.08, 0.07, -0.21, 0.10, 0.07, 0.10, -0.12, -0.09, 0.09, -0.22, -0.22, 0.06, 0.08, 0.09, 0.07, -0.10, -0.12, -0.08, 0.09, 0.06, 0.09, -0.11, 0.03, 0.10, -0.21, 0.08, -0.13, 0.09, 0.01, -0.09, 0.09, 0.08, -0.23, -0.22, 0.09, 0.40, -0.07, -0.21, 0.09, 0.41, 0.11, 0.09, -0.23, -0.20, 0.03], "orbital_gap_ev": 10.12, "e_lumo_ev": 0.427, "smiles": "COP(=O)(OC)OC.COP(=O)(OC)OC.COP(=O)(OC)OC.COP(=O)(OC)OC.COP(=O)(OC)OC.COP(=O)(OC)OC.COP(=O)(OC)OC.COP(=O)(OC)OC.CO", "homo_energy_ev": -9.7, "charge": 0}



DFT total energy for every record listed, in sequence, given in Eh: -1579.27566 -268.28907 -936.33567 -6212.52163.
ΔE to the lowest compared entry with this formula, charge and spin for every record listed, in sequence, given in kcal per mole: 14.08 72.89 13.27 90.09.